Record 1
A cluster of 10 separate species, C40H50N10 in total at a distorted geometry. Source: the Open Molecules 2025 dataset; level of theory: ωB97M-V/def2-TZVPD.

Element x y z (Å)
1 H 5.388 -6.302 -0.465
2 H -1.170 2.109 -4.364
3 C 5.911 0.520 -1.975
4 C -5.441 3.713 2.121
5 H -3.158 -0.766 -0.060
6 C 5.394 -5.241 -0.575
7 C -2.470 1.873 -2.489
8 H -4.896 4.460 2.689
9 C 0.157 -5.421 -2.100
10 C 1.396 -0.731 -0.167
11 H 0.636 -3.891 0.392
12 C 1.189 -4.679 -2.582
13 C 0.965 -2.810 0.551
14 C 0.988 2.411 3.035
15 H 0.551 -2.287 -1.512
16 N -3.550 -1.131 -0.921
17 C 1.315 -2.062 1.619
18 N 4.852 -3.078 -0.285
19 H -3.959 2.738 -1.012
20 H -6.711 1.990 -0.381
21 H 1.207 -3.829 -3.244
22 H -4.032 4.651 -2.667
23 H -2.825 2.003 3.038
24 N -0.720 4.380 -0.736
25 H -1.715 -2.112 3.897
26 C -2.426 1.008 2.969
27 H -5.649 2.200 3.634
28 H 5.779 -5.026 -2.754
29 H -2.264 4.384 -4.505
30 C 2.240 0.805 3.863
31 H 0.158 2.991 2.807
32 N -3.405 3.874 -2.735
33 H -1.601 5.590 0.718
34 C -1.810 -1.083 3.585
35 C 5.586 -4.555 -1.813
36 H 5.454 -2.396 -2.101
37 C -6.505 2.502 0.537
38 H 0.616 3.417 -2.043
39 H 1.522 -2.240 2.644
40 N -6.391 1.723 1.678
41 H 0.105 0.903 4.169
42 H -0.806 -1.423 1.789
43 C -1.636 0.518 1.999
44 C -3.394 2.793 -1.933
45 C -2.507 0.050 3.980
46 C 4.854 -4.339 0.335
47 H -1.197 0.976 1.075
48 H 4.459 -4.533 1.346
49 H 0.955 5.724 1.556
50 H 4.842 1.102 0.904
51 H -2.508 -3.061 -1.150
52 C 0.524 3.996 -1.133
53 C 2.266 2.695 2.638
54 H 2.470 4.495 -0.118
55 N 1.633 -0.774 1.131
56 C -5.309 -1.691 -2.164
57 C 0.636 -6.372 -1.225
58 H 2.281 -0.043 4.564
59 C 0.923 -1.954 -0.585
60 C -3.396 -2.483 -1.264
61 H -6.791 0.857 1.793
62 H -0.876 -5.293 -2.297
63 C 2.027 -6.238 -1.171
64 C -2.441 3.696 -3.706
65 H -5.883 4.559 0.153
66 C 3.079 1.689 3.188
67 C 0.653 5.215 0.753
68 H 2.124 -0.046 1.670
69 N 0.960 1.272 3.749
70 H 4.684 1.937 -3.076
71 H -3.071 0.159 4.907
72 C 4.940 1.511 -2.160
73 C 5.972 0.145 -0.626
74 H 6.661 -0.418 0.016
75 C -4.720 -0.710 -1.424
76 C -5.775 2.511 2.598
77 H 1.521 0.173 -0.701
78 H 3.233 -4.796 -2.065
79 H 4.142 1.693 3.269
80 H 6.423 0.071 -2.788
81 H -5.173 0.218 -1.100
82 C -4.491 -2.824 -1.997
83 H 3.527 2.272 -0.605
84 C 5.259 -3.264 -1.578
85 H -2.225 0.895 -2.084
86 N 2.301 -5.192 -2.007
87 C -5.870 3.706 0.756
88 C -1.939 2.427 -3.636
89 H -1.486 4.320 -1.426
90 H -6.206 -1.725 -2.721
91 N -1.344 -0.818 2.327
92 H 4.627 -2.235 0.226
93 C 1.407 4.527 -0.188
94 C -0.651 5.147 0.362
95 H 2.786 -6.791 -0.632
96 C 4.330 1.642 -0.961
97 H -0.052 -7.044 -0.655
98 H -4.784 -3.826 -2.291
99 H 2.439 3.513 1.963
100 N 4.882 0.782 -0.047

SMILES   c1cc[nH]c1.c1cc[nH]c1.c1cc[nH]c1.c1cc[nH]c1.c1cc[nH]c1.c1cc[nH]c1.c1cc[nH]c1.c1cc[nH]c1.c1cc[nH]c1.c1cc[nH]c1
Molar mass   670.91 g mol⁻¹
Net charge   0
LUMO level   0.021 Eh

Record 2
A structure of composition C17H40NO8S2. Source: the Open Molecules 2025 dataset; level of theory: ωB97M-V/def2-TZVPD.

Element x y z (Å)
1 H 5.501 -0.787 1.758
2 H -4.179 1.627 -1.310
3 O 8.859 2.313 0.200
4 H 1.804 -0.921 -0.039
5 H -0.398 4.311 -0.305
6 H 5.859 2.437 3.195
7 O 2.292 0.450 -2.192
8 H -4.751 -4.844 -1.959
9 H -3.602 3.512 -0.226
10 H -5.461 -5.658 0.101
11 H -4.145 -2.313 -2.052
12 O 3.439 2.055 -0.716
13 H 4.358 0.632 2.095
14 H -3.394 -3.754 -0.099
15 C 2.403 -0.096 0.343
16 C -1.032 3.518 -0.694
17 H 2.011 0.288 1.280
18 H 8.248 0.968 2.856
19 O -5.699 -4.820 -1.793
20 C -3.243 2.658 0.352
21 H -5.155 -0.237 -0.219
22 H -1.530 -2.175 0.471
23 C 3.810 -0.586 0.500
24 H -5.735 -6.825 -1.216
25 C 4.599 -0.246 1.507
26 H -5.470 1.154 0.774
27 C 6.847 2.302 2.762
28 H -4.102 0.546 2.488
29 H -1.775 3.918 -1.385
30 O -2.173 -2.862 -1.980
31 H -2.334 -0.837 2.655
32 H -1.266 1.774 0.524
33 H 9.795 2.156 0.347
34 H -4.556 -2.522 0.306
35 C -2.674 -0.768 1.618
36 H -7.063 -5.795 -0.650
37 S -0.031 2.420 -1.677
38 S 2.311 1.175 -0.937
39 C -3.691 1.359 -0.369
40 H -2.360 -2.918 1.799
41 H 7.523 2.300 -1.330
42 H -4.787 -0.983 1.993
43 H -1.453 3.253 1.413
44 C -3.520 -2.669 -0.010
45 H 9.152 2.822 -1.804
46 H -3.009 -1.081 -1.412
47 O -0.951 1.398 -2.154
48 O 0.599 3.220 -2.706
49 H 7.478 3.147 3.050
50 C -5.993 -5.830 -0.840
51 H -3.696 2.706 1.345
52 C -4.094 -0.195 1.683
53 C -3.271 -2.138 -1.417
54 C -4.664 0.496 0.426
55 C -1.712 2.764 0.471
56 H -0.463 -1.757 -1.488
57 H 4.197 -1.219 -0.292
58 H 6.760 2.271 1.677
59 C 8.585 2.120 -1.186
60 H -2.796 0.815 -0.658
61 H 8.814 1.099 -1.500
62 H -0.432 -2.638 -3.017
63 C -1.067 -2.055 -2.351
64 H -1.362 -1.141 -2.868
65 N 0.936 1.870 -0.539
66 H -1.986 -0.074 1.140
67 C -2.484 -2.180 1.004
68 O 7.381 1.074 3.257

Molar mass   450.64 g mol⁻¹
Net charge   -1
LUMO level   0.084 Eh

Record 3
A structure of composition C16H23Cl4CoN7O3Te at a distorted geometry. Source: the Open Molecules 2025 dataset; level of theory: ωB97M-V/def2-TZVPD.

Element x y z (Å)
1 H -1.892 0.011 1.864
2 H -0.566 -3.704 -2.040
3 H -0.566 -0.677 2.821
4 C -3.362 -2.489 0.516
5 H -3.284 1.552 0.528
6 H -4.177 -0.596 1.175
7 C -0.006 1.761 1.442
8 C -3.072 1.135 -0.460
9 N 1.179 5.090 0.641
10 Cl 5.105 -4.351 -0.719
11 H -0.108 3.696 1.997
12 Cl 2.024 -3.718 -0.608
13 H -1.528 -2.889 -3.304
14 H 0.107 -0.066 0.794
15 H 0.582 5.302 -0.185
16 H -0.135 -2.062 -2.532
17 H 0.755 2.630 3.736
18 N -2.796 -0.287 -0.332
19 N -0.621 1.451 2.687
20 H -2.573 -2.463 1.271
21 H -2.214 1.646 -0.900
22 C 1.334 3.660 0.552
23 Te -0.075 3.405 -2.551
24 H -0.434 1.783 4.744
25 Co 1.070 1.199 -1.371
26 C 2.653 -1.190 -1.298
27 C -1.277 0.163 2.750
28 H -3.941 1.315 -1.107
29 N 0.217 0.902 0.518
30 H -1.911 0.138 3.639
31 C -1.932 -0.823 -1.295
32 C 3.599 -0.115 -1.605
33 H -4.736 -1.111 -0.417
34 H 2.069 5.531 0.443
35 O 3.124 1.057 -1.813
36 O -1.285 -0.092 -2.009
37 C 4.958 -0.438 -1.635
38 N -1.803 -2.198 -1.322
39 C -0.965 -2.745 -2.371
40 C 4.538 -2.741 -1.064
41 N 0.282 3.077 1.309
42 Cl 6.084 0.838 -2.006
43 C -2.807 -3.071 -0.769
44 C 5.425 -1.738 -1.371
45 H 0.927 0.892 4.027
46 O 1.401 -0.884 -1.291
47 N 1.677 3.061 -0.538
48 C 3.159 -2.459 -1.028
49 C -3.853 -1.080 0.247
50 H -4.179 -3.111 0.891
51 H 2.468 3.463 -1.019
52 C 0.201 1.701 3.858
53 Cl 7.135 -2.071 -1.423
54 H -2.342 -4.044 -0.580
55 H -3.629 -3.245 -1.486

Molar mass   689.75 g mol⁻¹
Net charge   -2
2S+1   4
Expectation value of S²   3.76
LUMO level (alpha / beta)   0.153 / 0.153 Eh

Record 4
A structure of composition C23H39AsFeO8SSi4 at a distorted geometry. Source: the Open Molecules 2025 dataset; level of theory: ωB97M-V/def2-TZVPD.

Element x y z (Å)
1 H -3.442 -4.193 0.631
2 H -0.312 4.676 0.856
3 H -0.440 -4.542 1.008
4 O 1.542 -1.370 -0.920
5 H -4.745 1.480 2.755
6 C 5.323 0.433 -3.330
7 C -2.120 -1.794 -1.316
8 H 6.702 -0.286 -4.970
9 H -2.519 3.270 3.131
10 C 4.204 -1.429 -2.197
11 C -0.560 4.681 -0.192
12 H -1.228 2.289 3.886
13 C -3.393 -3.216 1.042
14 Fe 1.253 0.757 -0.508
15 Si -2.464 1.139 2.050
16 C -0.851 1.390 -3.924
17 H -0.692 4.457 -5.338
18 O 2.862 -3.808 -1.156
19 C -0.712 3.713 -4.570
20 H 0.198 -3.783 2.943
21 C -1.974 -1.990 4.926
22 C 4.496 -0.066 -2.330
23 H 5.433 1.503 -3.428
24 O 2.589 1.795 -1.688
25 H 4.428 -3.363 -3.212
26 O 0.449 2.516 -0.016
27 C 5.975 -0.437 -4.184
28 H -1.412 2.153 -5.905
29 C 5.687 -1.787 -4.102
30 C -0.429 -3.833 0.170
31 C -4.028 0.605 2.957
32 H -4.528 -0.277 2.508
33 C -3.022 1.603 0.294
34 H -0.026 5.504 -0.678
35 H -2.686 -1.197 5.222
36 H -1.640 4.860 -0.335
37 O 4.945 2.076 -0.910
38 H -0.258 5.085 -3.000
39 H -2.444 -2.890 4.601
40 H 1.057 0.405 4.024
41 H -1.270 -2.248 5.761
42 H -3.761 0.942 -0.094
43 C -0.104 3.348 -0.782
44 C 0.577 -3.170 3.736
45 H -4.173 -2.553 0.655
46 As 3.148 -2.268 -0.694
47 H 0.582 -3.419 0.094
48 H 1.158 -1.491 -1.766
49 Si -1.699 -2.490 0.397
50 H -3.500 2.631 0.452
51 S 3.884 1.130 -1.152
52 C -0.354 3.046 -2.189
53 H 1.260 -0.735 5.256
54 C -1.693 2.561 2.906
55 H -0.945 0.330 -4.154
56 H -1.736 -0.763 -1.493
57 H 0.387 -3.669 4.662
58 O -0.129 0.639 -1.837
59 C -1.090 2.413 -4.842
60 Si -0.835 -0.575 1.721
61 H -0.988 3.074 2.283
62 C -0.408 1.629 -2.650
63 H -1.808 -2.508 -2.076
64 C 0.470 -0.186 4.693
65 O 0.495 0.032 1.122
66 C -0.442 4.035 -3.234
67 O 3.400 0.348 0.045
68 H -0.654 -4.484 -0.680
69 H -2.194 1.645 -0.476
70 H -3.977 0.533 4.063
71 H 1.709 -3.112 3.651
72 H -0.138 0.480 5.322
73 H -3.424 -3.198 2.135
74 H -3.206 -1.748 -1.321
75 H 5.993 -2.488 -4.886
76 C 4.748 -2.279 -3.179
77 Si -0.499 -1.560 3.758

Molar mass   718.74 g mol⁻¹
Net charge   -2
2S+1   5
Expectation value of S²   6.02
LUMO level (alpha / beta)   0.164 / 0.164 Eh